{"formula": "C6H12O12S3", "method": "wB97M-V/def2-TZVPD", "symbols": ["C", "H", "C", "C", "H", "H", "C", "H", "H", "O", "H", "O", "H", "S", "O", "S", "O", "O", "H", "O", "O", "O", "H", "O", "O", "C", "H", "C", "O", "H", "H", "S", "O"], "coordinates": [[3.57325, -3.82869, -0.51682], [3.62043, -1.70016, -0.44598], [-1.10440, 2.18720, -1.81882], [-4.14469, 1.78769, 1.83184], [-6.05003, 0.92485, 2.64723], [2.88741, -4.54786, -0.06904], [-0.46831, 3.56163, -1.60388], [-4.47665, 2.82056, 1.72658], [-3.25050, 1.83035, 2.45368], [-4.31749, 0.03124, -1.44716], [-4.63827, -0.13272, 2.79687], [4.74752, -2.37768, 0.92875], [-2.12232, 2.12536, -1.43399], [1.11846, 1.81046, -0.56232], [-2.90955, -1.01876, 0.33659], [-3.92488, -0.08243, -0.09807], [2.22980, 0.87642, -0.89050], [-3.62890, 1.42998, 0.51499], [-0.63808, 3.90595, -0.58373], [0.94483, 3.14874, -1.58543], [6.89577, -2.70948, -0.53930], [6.39243, -4.27361, 1.41649], [3.36506, -3.53886, -1.54675], [4.90810, -4.22542, -0.61383], [-0.29728, 1.15146, -1.27034], [3.61091, -2.55530, 0.22984], [2.91122, -2.40647, 1.05227], [-5.10505, 0.63926, 2.18510], [1.01191, 2.24983, 0.80400], [-0.74105, 4.30894, -2.34903], [-1.10853, 2.02936, -2.89733], [5.90694, -3.37518, 0.38134], [-5.19807, -0.04667, 0.96675]], "forces_ev_per_a": [[-0.43, 0.19, -1.14], [-0.90, 0.00, -0.27], [-0.82, 0.37, -1.06], [1.54, -0.39, -0.70], [-0.18, -0.05, -0.76], [0.36, -0.36, -0.25], [0.95, -1.97, 1.89], [-0.70, -0.33, -0.01], [-0.24, -0.18, 0.39], [-0.29, -0.17, 0.06], [0.21, 0.65, 0.87], [5.21, -1.47, 1.55], [0.13, -0.05, 0.12], [0.12, -1.16, -2.35], [-1.58, 1.13, -0.77], [0.08, 2.39, 5.43], [-3.10, 2.95, 0.33], [1.35, 0.01, -1.60], [-0.40, 0.41, -0.14], [1.23, -0.43, 0.64], [-3.15, -1.58, 3.17], [-0.89, 1.89, -1.31], [-0.99, -0.61, 0.06], [1.77, -0.23, 1.21], [1.87, 0.71, 2.03], [-2.78, 2.98, 0.03], [-1.07, -0.24, -0.79], [1.88, -0.45, 0.06], [-0.51, -0.38, -1.37], [0.66, -0.25, -0.06], [-0.16, -0.26, -0.04], [2.84, -0.50, -2.28], [-2.00, -2.61, -2.96]], "lowdin_charge": [-0.187, 0.132, -0.204, -0.118, 0.135, 0.139, -0.132, 0.128, 0.124, -0.196, 0.128, -0.172, 0.108, 0.784, -0.228, 0.703, -0.263, -0.267, 0.117, -0.235, -0.275, -0.246, 0.139, -0.185, -0.205, -0.256, 0.149, -0.162, -0.241, 0.138, 0.132, 0.757, -0.239], "relative_energy_ev": 3.472, "charge": 0}